[1]
{
  "formula": "C10H10N2O",
  "method": "ωB97M-V/def2-TZVPD",
  "orbital_gap_ev": 8.52,
  "energy_ha": -571.78562,
  "de_lowest_kcal_mol": 25.1,
  "total_charge": 0,
  "smiles": "Cn1cc(-c2ccccc2)[nH]c1=O",
  "largest_force_ev_per_a": 4.328,
  "elements": ["C", "C", "C", "C", "C", "C", "C", "C", "C", "C", "H", "H", "H", "H", "H", "H", "H", "H", "H", "H", "N", "N", "O"],
  "xyz": [[1.91778, -1.19406, -3.11504], [0.90625, -0.81700, -0.92332], [0.37174, 0.18022, -0.24051], [1.39259, 1.03995, -2.16150], [-0.60356, 0.30581, 0.86975], [-1.34218, -0.88856, 1.10820], [-2.23490, -0.92656, 2.26774], [-2.15980, 0.07645, 3.22844], [-1.43614, 1.22272, 2.91177], [-0.67190, 1.33722, 1.74349], [2.80217, -1.97128, -2.94490], [2.35346, -0.62654, -3.95016], [1.00722, -1.65543, -3.60295], [1.01922, -1.80843, -0.53018], [0.58961, 2.25653, -0.72219], [-1.20314, -1.81166, 0.45751], [-2.76683, -1.80034, 2.48071], [-2.70755, 0.01859, 4.18458], [-1.38283, 2.19677, 3.49282], [0.14125, 2.14755, 1.53272], [1.45091, -0.36657, -2.11227], [0.76409, 1.30852, -0.95479], [1.79255, 1.77611, -3.01993]],
  "nbo_charge": [-0.423, -0.061, 0.090, 0.759, -0.068, -0.184, -0.194, -0.225, -0.201, -0.212, 0.208, 0.242, 0.197, 0.220, 0.412, 0.225, 0.211, 0.225, 0.223, 0.214, -0.431, -0.593, -0.636]
}

[2]
{
  "formula": "C19H64N8O13",
  "method": "ωB97M-V/def2-TZVPD",
  "orbital_gap_ev": 8.56,
  "energy_ha": -2178.28684,
  "de_lowest_kcal_mol": 228.5,
  "total_charge": 0,
  "largest_force_ev_per_a": 9.994,
  "elements": ["C", "C", "O", "H", "H", "H", "H", "H", "H", "C", "C", "O", "H", "H", "H", "H", "H", "H", "C", "C", "O", "H", "H", "H", "H", "H", "H", "C", "C", "O", "H", "H", "H", "H", "H", "H", "C", "C", "O", "H", "H", "H", "H", "H", "H", "C", "C", "O", "H", "H", "H", "H", "H", "H", "C", "O", "N", "N", "H", "H", "H", "H", "C", "O", "N", "N", "H", "H", "H", "H", "C", "O", "N", "N", "H", "H", "H", "H", "C", "O", "N", "N", "H", "H", "H", "H", "C", "O", "H", "H", "H", "H", "C", "O", "H", "H", "H", "H", "C", "O", "H", "H", "H", "H"],
  "xyz": [[-2.73300, 23.22000, 2.37200], [-3.25900, 21.81700, 2.04700], [-3.40400, 21.43900, 0.71100], [-1.74200, 23.32000, 1.96500], [-2.65900, 23.37600, 3.44900], [-3.41300, 24.03200, 1.98100], [-4.21300, 21.83500, 2.60000], [-2.62800, 21.07700, 2.50600], [-4.20700, 21.76900, 0.40100], [-3.60900, 25.59200, 5.10600], [-3.96800, 26.34200, 3.86500], [-4.90200, 27.31100, 4.27700], [-2.98300, 24.72100, 4.86500], [-4.51400, 25.31600, 5.60700], [-2.95900, 26.21300, 5.79200], [-4.43600, 25.66300, 3.15100], [-3.27700, 26.97500, 3.31900], [-5.48400, 27.57800, 3.54500], [-3.23000, 21.80300, 5.60300], [-3.63100, 20.34100, 5.60300], [-2.90400, 19.64300, 6.59300], [-4.05900, 22.40800, 5.15000], [-2.28100, 21.96700, 5.07500], [-3.29100, 22.16300, 6.66400], [-3.27900, 19.99600, 4.71000], [-4.65500, 20.19900, 5.66600], [-2.78300, 18.76800, 6.37800], [2.29200, 24.79700, 2.20000], [3.48200, 24.27300, 2.82100], [4.59000, 25.14200, 2.96200], [1.57900, 24.00600, 2.25500], [2.43100, 25.15900, 1.17800], [1.95700, 25.70200, 2.76300], [3.86600, 23.47100, 2.14500], [3.03200, 23.76000, 3.84200], [4.47900, 25.74500, 3.71600], [-0.42600, 19.64500, 4.86100], [-0.33700, 18.12500, 5.01300], [-1.63000, 17.61400, 5.12200], [0.57800, 20.02000, 4.59800], [-0.63000, 20.14600, 5.80600], [-1.08200, 19.94600, 4.09000], [0.30400, 17.76300, 5.84500], [0.19600, 17.84800, 4.17200], [-2.07600, 17.95300, 4.25300], [-1.06100, 26.28900, 1.70400], [-0.29800, 26.20600, 0.38500], [-1.17500, 26.52600, -0.65400], [-0.45500, 26.08700, 2.49700], [-1.77300, 25.49600, 1.71800], [-1.47600, 27.25600, 1.86800], [0.01600, 25.13700, 0.32900], [0.63200, 26.74900, 0.47400], [-0.94400, 25.97500, -1.44800], [2.17200, 23.84400, 8.18900], [2.25900, 25.28500, 8.20700], [3.02700, 23.02400, 8.76500], [1.25200, 23.21700, 7.53100], [3.71800, 23.44100, 9.29800], [2.84300, 22.04200, 8.90200], [0.54800, 23.63300, 6.93100], [1.00700, 22.24700, 7.65500], [-1.51700, 28.95500, 4.69500], [-0.75800, 27.88600, 4.21200], [-2.74300, 29.12400, 4.73300], [-0.97400, 30.03100, 5.16600], [-3.19600, 28.17600, 4.54800], [-3.22800, 29.73900, 5.33500], [0.02000, 30.05400, 5.40200], [-1.52900, 30.80500, 5.55600], [2.71700, 27.31000, 5.13100], [3.94400, 26.76600, 4.92100], [2.25100, 27.41300, 6.32200], [1.91900, 27.81600, 4.20400], [2.80900, 26.81600, 6.98500], [1.27700, 27.32400, 6.65700], [2.24900, 27.65900, 3.28600], [0.95400, 27.93300, 4.38600], [0.48100, 21.38000, 1.96600], [-0.00200, 21.92700, 3.11600], [-0.09900, 21.40400, 0.74700], [1.73300, 20.96500, 2.00600], [-1.04300, 21.76000, 0.66600], [0.22300, 20.67900, -0.02000], [2.15100, 21.22700, 2.93200], [2.26500, 21.16900, 1.15100], [-1.19600, 21.79400, 8.89200], [-2.29900, 20.85600, 8.86700], [-0.26100, 21.21900, 9.02200], [-1.37300, 22.46000, 9.71700], [-1.17200, 22.32900, 7.99400], [-2.39500, 20.41200, 8.00000], [-0.08000, 24.67500, 4.92400], [-0.40400, 23.42800, 5.50000], [-0.98200, 25.23500, 4.71000], [0.43000, 24.55300, 4.03700], [0.66000, 25.20000, 5.50500], [-0.35800, 22.86800, 4.74800], [-1.27100, 28.03400, 7.76700], [-0.69800, 26.90300, 7.12400], [-1.75500, 27.62900, 8.68700], [-1.95900, 28.51800, 7.09400], [-0.44100, 28.70600, 8.08700], [-1.19500, 26.11900, 7.21500]],
  "lowdin_charge": [-0.081, -0.325, -0.034, 0.040, 0.039, 0.089, 0.116, 0.087, 0.059, -0.049, -0.327, -0.109, 0.045, 0.084, 0.086, 0.109, 0.090, 0.111, -0.062, -0.268, -0.064, 0.086, 0.052, 0.099, 0.056, 0.101, 0.034, -0.144, -0.374, -0.083, 0.043, 0.085, 0.069, 0.106, 0.159, 0.009, -0.084, -0.308, -0.093, 0.074, 0.075, 0.040, 0.134, 0.078, 0.147, -0.075, -0.328, -0.072, 0.010, 0.039, 0.064, 0.106, 0.100, 0.110, -0.518, -0.171, 0.169, 0.173, 0.086, 0.116, 0.060, 0.088, -0.635, -0.112, 0.193, 0.163, 0.106, 0.125, 0.133, 0.137, -0.614, -0.101, 0.165, 0.185, 0.104, 0.085, 0.092, 0.020, -0.581, -0.121, 0.171, 0.150, 0.070, 0.180, 0.139, 0.124, -0.139, -0.147, 0.076, 0.080, 0.025, 0.014, -0.113, -0.137, 0.061, 0.032, 0.081, 0.011, -0.123, -0.142, 0.099, 0.040, 0.099, 0.050]
}

[3]
{
  "formula": "C8H5Cl2OS",
  "method": "ωB97M-V/def2-TZVPD",
  "orbital_gap_ev": 5.21,
  "energy_ha": -1701.67692,
  "total_charge": -1,
  "largest_force_ev_per_a": 2.519,
  "elements": ["C", "C", "C", "C", "C", "C", "C", "C", "O", "S", "Cl", "Cl", "H", "H", "H", "H", "H"],
  "xyz": [[2.49066, -0.06035, 0.12726], [1.70654, -0.39563, 1.21087], [1.91124, 0.55194, -0.98090], [0.39049, -0.01130, 1.22396], [0.54358, 0.81815, -1.02596], [-0.24539, 0.55873, 0.10994], [-2.87168, -1.67399, -0.61385], [-1.58607, 0.74208, 0.14186], [-3.92017, -1.16425, -0.77624], [-1.57871, -2.53191, -0.50483], [-2.44577, 1.73354, -1.03290], [-2.40560, 0.52637, 1.59543], [3.51853, -0.34115, 0.11611], [2.24578, -0.69388, 2.08572], [2.53983, 0.65995, -1.89629], [-0.26081, -0.12954, 2.02681], [-0.03242, 1.41123, -1.80698]],
  "nbo_charge": [-0.347, -0.204, -0.203, -0.284, -0.291, -0.100, 0.439, -0.342, -0.492, -0.008, -0.093, -0.050, 0.183, 0.188, 0.188, 0.204, 0.212]
}

[4]
{
  "formula": "C4H7N5O",
  "method": "ωB97M-V/def2-TZVPD",
  "orbital_gap_ev": [7.07, 7.07],
  "energy_ha": -504.66306,
  "de_lowest_kcal_mol": 50.0,
  "total_charge": 2,
  "largest_force_ev_per_a": 4.667,
  "elements": ["C", "C", "C", "C", "N", "N", "N", "N", "N", "O", "H", "H", "H", "H", "H", "H", "H"],
  "xyz": [[-1.61087, 1.13332, -2.12105], [-1.44575, -0.22391, 0.77800], [0.69270, 0.66511, -1.36603], [-2.13138, 0.25510, -1.30301], [-0.24727, 1.03723, -2.03623], [-2.20745, -0.40133, -0.26827], [-0.14360, -0.38812, 0.81668], [0.74081, -0.21138, -0.06523], [1.81383, -1.00985, -0.22911], [0.51726, -0.04344, 2.77243], [-1.98972, 1.75514, -2.87820], [-1.87963, -0.28086, 1.85203], [1.67908, 0.81378, -1.81977], [1.42824, -0.22032, 2.52029], [2.60768, -0.56653, -0.59480], [1.99229, -1.80762, 0.44962], [0.18378, -0.50632, 3.49264]],
  "nbo_charge": [-0.138, 0.374, 0.246, 0.598, -0.247, -0.362, -0.052, 0.143, -0.483, -0.846, 0.310, 0.292, 0.252, 0.497, 0.434, 0.462, 0.520]
}

[5]
{
  "formula": "C9H14",
  "method": "ωB97M-V/def2-TZVPD",
  "orbital_gap_ev": [2.93, 6.76],
  "energy_ha": -351.18703,
  "spin_multiplicity": 2,
  "de_lowest_kcal_mol": 57.9,
  "total_charge": -1,
  "largest_force_ev_per_a": 6.456,
  "elements": ["C", "C", "C", "C", "C", "C", "C", "H", "H", "H", "H", "H", "H", "H", "H", "C", "C", "H", "H", "H", "H", "H", "H"],
  "xyz": [[-0.24279, -1.54957, 2.01735], [1.69501, -1.62470, 0.49013], [0.32853, -1.25805, 0.73526], [2.45818, -1.23275, -0.61853], [-0.41869, -0.65853, -0.25045], [1.56258, -0.74547, -1.69179], [0.17912, -0.40157, -1.53478], [2.18953, -2.33659, 1.29206], [3.52270, -1.33570, -0.75543], [-0.74702, -0.79878, 2.38172], [0.34613, -1.96619, 2.87458], [-1.53229, -0.55165, -0.19486], [1.90493, -1.06363, -2.70318], [-0.52445, 0.05385, -2.30684], [-0.86147, -2.46226, 1.83746], [-2.77041, 2.78188, -0.00217], [-1.38624, 3.32770, 0.32865], [-3.55146, 2.95433, 0.66760], [-3.36100, 3.19487, -0.93224], [-2.70101, 1.71655, -0.21048], [-0.76514, 2.72086, 0.87465], [-1.67101, 4.33911, 0.79803], [-0.68020, 3.70158, -0.46509]],
  "lowdin_spin": [0.029, 0.071, 0.120, 0.289, 0.175, 0.154, 0.027, 0.001, 0.031, 0.007, 0.002, 0.028, 0.015, -0.001, 0.014, 0.011, 0.015, 0.001, 0.001, 0.002, 0.006, 0.001, 0.001]
}